C46H39F16GeN4O4PS5SiTl as an isolated structure, computed with ωB97M-V/def2-TZVPD.

Summary:
HOMO-LUMO gap (Eh): 0.1150
E_tot (eV): -238517.990
E_LUMO (eV): -0.7272
Total charge: -1
Spin multiplicity: 1

Geometry (Å):
1 Tl -1.4174 1.2772 2.1065
2 S -0.9744 3.5479 6.3823
3 C -1.5340 3.2820 4.7743
4 S -0.4095 1.9923 4.8561
5 S -2.5756 3.8950 3.7152
6 C -2.6799 -6.6741 3.4382
7 C -1.4451 -5.7846 3.5759
8 N -1.6008 -4.5241 2.8691
9 C -2.1977 -3.4720 3.5372
10 C -2.4727 -2.2667 3.0105
11 C -3.2199 -1.2329 3.9031
12 O -4.0455 -1.7490 4.6718
13 O -2.8841 -0.0364 3.7681
14 C -2.1032 -2.0054 1.6411
15 O -2.1793 -0.9391 1.0504
16 C -1.6004 -3.1799 0.8960
17 C -1.3605 -3.0045 -0.4643
18 C -0.9089 -4.0585 -1.2036
19 F -0.6699 -3.9285 -2.5396
20 C -0.6764 -5.3009 -0.6185
21 C -0.8883 -5.4774 0.7344
22 C -1.3621 -4.4151 1.5249
23 N -0.2021 -6.4119 -1.4062
24 C 1.1407 -6.1966 -1.9286
25 C 1.6598 -7.5166 -2.4706
26 N 0.7238 -7.9602 -3.5569
27 C -0.6702 -8.1416 -3.0284
28 C -1.1260 -6.8077 -2.4583
29 H -2.5369 -7.6164 3.9694
30 H -2.8849 -6.8903 2.3885
31 H -3.5493 -6.1658 3.8548
32 H -0.5550 -6.2965 3.2094
33 H -1.2748 -5.5542 4.6263
34 H -2.4462 -3.6631 4.5736
35 H -1.5479 -2.0232 -0.8934
36 H -0.6757 -6.4550 1.1442
37 H 1.7791 -5.8607 -1.1131
38 H 1.1746 -5.4324 -2.7218
39 H 1.6409 -8.2724 -1.6880
40 H 2.6639 -7.4277 -2.8815
41 H 1.0579 -8.8160 -3.9951
42 H 0.6937 -7.2222 -4.2644
43 H -0.6338 -8.8977 -2.2467
44 H -1.3157 -8.4778 -3.8379
45 H -2.1196 -6.9179 -2.0267
46 H -1.1974 -6.0695 -3.2723
47 C -6.0734 1.7220 -3.8960
48 Si -4.3942 1.2320 -3.1450
49 C -4.0751 -0.5452 -3.7442
50 C -3.1326 2.3951 -3.9231
51 C -4.5880 1.1955 -1.2778
52 C -5.8342 0.9441 -0.7195
53 C -6.0227 0.9225 0.6586
54 C -4.9245 1.1945 1.4546
55 N -3.7188 1.4252 0.9543
56 C -3.5039 1.3967 -0.3778
57 S -1.8784 1.5423 -0.9067
58 H -5.9901 1.7894 -4.9835
59 H -6.4120 2.6907 -3.5219
60 H -6.8517 0.9884 -3.6703
61 H -4.1005 -0.6013 -4.8367
62 H -4.8331 -1.2293 -3.3546
63 H -3.0964 -0.8934 -3.4055
64 H -3.3489 2.5367 -4.9874
65 H -2.1242 2.0019 -3.8171
66 H -3.1463 3.3712 -3.4357
67 H -6.6808 0.7586 -1.3755
68 H -6.9903 0.7218 1.0983
69 H -4.9871 1.2053 2.5389
70 C 2.9371 0.0794 2.7925
71 P 1.6934 -0.9431 1.9694
72 C 1.4795 -0.1944 0.3299
73 C 2.5433 -2.5409 1.6741
74 O 0.4350 -1.1464 2.7309
75 H 3.8665 0.0684 2.2227
76 H 3.1074 -0.2924 3.8033
77 H 2.5479 1.1005 2.8316
78 H 0.4950 -0.4492 -0.0662
79 H 2.2702 -0.5114 -0.3518
80 H 1.5224 0.8925 0.4508
81 H 3.4771 -2.4019 1.1282
82 H 1.8765 -3.2007 1.1153
83 H 2.7468 -2.9895 2.6473
84 F 4.4556 3.5840 -2.1264
85 C 3.2915 4.1701 -2.4461
86 C 2.5203 4.7848 -1.4780
87 C 1.3617 5.4057 -1.9202
88 F 0.5795 6.0298 -1.0269
89 C 0.9751 5.4288 -3.2466
90 F -0.1375 6.0506 -3.6452
91 C 1.7748 4.8009 -4.1846
92 F 1.4334 4.8178 -5.4746
93 C 2.9370 4.1711 -3.7842
94 F 3.7185 3.5817 -4.7015
95 Ge 2.7574 4.7318 0.5351
96 S 1.4547 3.4848 1.5728
97 C 2.8337 6.7258 0.8509
98 C 2.1111 7.3307 1.8654
99 F 1.4497 6.5926 2.7536
100 C 2.0516 8.7090 2.0051
101 F 1.3476 9.2731 2.9918
102 C 2.7362 9.5116 1.1119
103 F 2.6793 10.8407 1.2251
104 C 3.4898 8.9365 0.1052
105 F 4.1814 9.7178 -0.7363
106 C 3.5223 7.5600 -0.0099
107 F 4.2845 7.0367 -0.9856
108 C 4.6822 4.1381 0.8261
109 C 4.9361 2.7857 0.6423
110 F 4.0220 2.0101 0.0485
111 C 6.1101 2.1789 1.0435
112 F 6.3071 0.8650 0.8542
113 C 7.0905 2.9394 1.6538
114 F 8.2356 2.3717 2.0417
115 C 6.8800 4.2899 1.8509
116 F 7.8361 5.0260 2.4325
117 C 5.6818 4.8605 1.4511
118 F 5.5248 6.1704 1.6948